Here is the molecule C23H28N4O5 from OMol25. Energies are from ωB97M-V/def2-TZVPD.

Spin multiplicity: 1
SMILES string: CCC(C)(C)NC(=O)CN(C(=O)CCC(=O)Nc1ccccn1)c1ccc2c(c1)OCO2
F_max: 1.2 eV/Å
DFT total energy: -40505.1925 eV

XYZ file:
```
60
Properties=species:S:1:pos:R:3:forces:R:3
C -1.445118 -1.970671 -2.737043 0.06 0.04 -0.24
C -0.913995 -1.134674 -3.897487 0.06 0.09 0.30
C 0.131459 -0.077994 -3.504793 0.35 -0.01 -0.37
C 1.396037 -0.724518 -2.936792 -0.13 0.09 -0.01
C 0.495182 0.754744 -4.741465 -0.05 -0.08 0.20
N -0.475270 0.802937 -2.507720 -0.33 -0.46 -0.26
C 0.146232 1.809072 -1.879056 -0.55 0.38 0.41
O 1.323752 2.093086 -1.965629 0.42 0.13 -0.06
C -0.809788 2.632807 -0.993247 0.07 0.17 -0.35
N -1.400340 1.895280 0.116163 0.17 0.28 -0.14
C -2.533959 1.191874 -0.094447 -0.18 -0.08 0.30
O -2.994584 1.065173 -1.222757 -0.30 -0.07 -0.22
C -3.231164 0.557065 1.093006 -0.09 -0.13 -0.05
C -2.931316 -0.947545 1.175950 0.01 0.21 0.13
C -1.560232 -1.172067 1.791076 -0.33 -0.15 -0.20
O -1.340163 -0.952388 2.961747 0.00 0.03 0.28
N -0.628841 -1.630618 0.909627 -0.04 -0.09 -0.37
C 0.700602 -1.966681 1.151363 0.38 -0.15 0.22
C 1.263737 -2.051486 2.423066 -0.07 -0.03 0.08
C 2.596101 -2.407016 2.512022 -0.04 -0.06 -0.30
C 3.315601 -2.662471 1.353168 0.04 0.00 0.10
C 2.655570 -2.558336 0.141813 0.17 -0.05 0.09
N 1.380010 -2.226063 0.039083 -0.37 0.07 0.03
C -0.661643 1.913540 1.330763 0.07 0.06 0.53
C -1.144452 2.582499 2.444906 0.07 -0.02 -0.25
C -0.434259 2.599091 3.642346 0.32 -0.15 0.19
C 0.770929 1.942684 3.664497 0.02 -0.19 -0.59
C 1.278155 1.306325 2.528439 -0.36 0.35 0.37
C 0.585315 1.278020 1.346111 0.18 0.01 0.24
O 2.498557 0.766992 2.817193 -0.17 0.12 -0.37
C 2.731809 1.047055 4.181047 0.99 -0.37 0.60
O 1.661020 1.811484 4.691693 -0.39 0.24 0.04
H -2.135579 -2.722373 -3.113878 -0.08 -0.08 0.06
H -0.635194 -2.481101 -2.221515 0.08 -0.08 0.11
H -1.989860 -1.342535 -2.035041 -0.10 0.03 0.15
H -1.755311 -0.628982 -4.378191 0.00 0.03 -0.11
H -0.460460 -1.796475 -4.637112 0.02 0.07 -0.08
H 2.143833 0.041385 -2.753479 0.08 0.00 0.00
H 1.194630 -1.233099 -1.997684 -0.01 -0.04 -0.02
H 1.793985 -1.441423 -3.650333 0.05 -0.13 -0.13
H -0.392011 1.226875 -5.158883 -0.11 0.03 -0.06
H 1.203813 1.529497 -4.461686 0.08 0.07 -0.02
H 0.947311 0.124614 -5.502463 0.06 -0.09 -0.12
H -1.484311 0.760258 -2.408238 0.07 0.14 0.12
H -1.627699 3.002474 -1.619653 0.10 0.00 0.07
H -0.249815 3.474518 -0.582473 -0.03 -0.14 -0.08
H -4.301646 0.690527 0.923921 0.11 0.06 -0.02
H -2.951331 1.021683 2.035177 -0.12 -0.06 -0.03
H -3.661612 -1.406452 1.845020 0.10 -0.04 -0.05
H -3.019643 -1.406183 0.190839 -0.04 -0.02 -0.01
H -0.871338 -1.693975 -0.071938 -0.06 -0.01 0.14
H 0.668336 -1.840772 3.294493 -0.03 0.04 0.03
H 3.071144 -2.487366 3.478820 0.02 0.01 0.08
H 4.357683 -2.935978 1.390416 0.10 -0.03 -0.03
H 3.159222 -2.747791 -0.796683 0.13 -0.03 -0.05
H -2.086343 3.106119 2.383092 -0.10 0.02 -0.05
H -0.811660 3.104910 4.514318 -0.05 0.08 0.12
H 0.987592 0.800523 0.468940 0.06 -0.11 -0.15
H 2.810126 0.102245 4.743548 -0.10 0.18 -0.14
H 3.671196 1.611674 4.286020 -0.25 -0.08 -0.07
```
Positions in Å, forces in eV/Å.

natural (NBO) population analysis, charges in e, atoms 1 to 5:
1. C -0.625
2. C -0.388
3. C 0.126
4. C -0.647
5. C -0.615



Here is C24H38N2O5Re as an isolated structure from OMol25. Energies are from ωB97M-V/def2-TZVPD.

⟨S²⟩: 3.77
Spin multiplicity: 4
F_max: 0.5 eV/Å
Total charge: +2
DFT total energy: -40836.6798 eV

XYZ file:
```
70
Properties=species:S:1:pos:R:3:forces:R:3
Re -1.159076 -1.088136 0.124956 -0.15 0.09 0.44
C 0.918842 -0.531068 0.561263 0.26 0.00 0.10
C 1.420968 0.461820 -0.392003 -0.04 0.01 -0.05
C 1.134014 1.771381 0.164008 -0.09 0.04 0.01
C 0.787648 1.566248 1.511875 -0.02 0.00 -0.03
C 0.696219 0.214891 1.798717 0.00 0.03 0.00
C 0.385983 -0.445982 3.109028 0.05 -0.04 0.02
C 1.644666 -1.217209 3.554026 -0.03 -0.02 -0.01
C -0.785504 -1.427260 2.929236 -0.07 0.15 -0.11
C 0.004586 0.571165 4.185144 0.01 -0.01 0.02
C 0.930106 3.137737 -0.485215 0.00 -0.02 0.00
C 2.058705 3.667947 -1.375958 0.11 -0.03 0.02
C 0.684172 4.206838 0.589910 -0.02 0.00 -0.01
C -0.357949 3.004314 -1.326038 0.00 0.01 -0.04
C 2.246653 0.059878 -1.593078 -0.18 -0.06 -0.06
C 2.376398 -1.467064 -1.689250 -0.06 -0.02 -0.02
C 1.631421 0.568984 -2.912961 0.07 0.06 -0.06
C 3.683851 0.588524 -1.404286 0.01 -0.06 0.02
H 1.472517 -1.464525 0.646485 -0.01 -0.01 -0.05
H 0.568460 2.352855 2.213792 0.02 0.01 0.01
H 1.883799 -2.034312 2.871445 0.00 0.00 0.00
H 1.479192 -1.641020 4.545355 0.01 0.00 0.00
H 2.506512 -0.552322 3.609172 0.00 0.00 0.00
H -0.787769 -1.981253 1.951327 0.10 -0.23 -0.08
H -1.755015 -0.947207 3.058018 0.01 0.03 -0.01
H -0.727937 -2.253653 3.639044 -0.04 0.00 0.01
H 0.843226 1.227633 4.417345 0.00 0.00 -0.01
H -0.275090 0.057587 5.105490 0.00 0.00 0.00
H -0.840078 1.188358 3.871072 0.00 -0.01 0.00
H 2.985899 3.800387 -0.816940 0.00 -0.03 0.01
H 1.757977 4.649319 -1.743349 0.02 0.00 0.00
H 2.253181 3.051535 -2.247529 0.08 0.11 0.15
H 1.514129 4.278081 1.294682 0.01 0.00 0.00
H -0.238204 4.031191 1.147005 0.01 -0.02 0.01
H 0.582447 5.176287 0.104241 -0.01 0.00 0.00
H -0.242678 2.305208 -2.152471 -0.02 0.03 0.02
H -0.616632 3.981239 -1.736873 0.00 0.00 0.00
H -1.193768 2.663857 -0.709299 0.01 0.01 0.01
H 1.412620 -1.962907 -1.810949 0.11 0.11 0.01
H 2.877152 -1.890251 -0.817368 0.01 -0.01 -0.02
H 2.986935 -1.709371 -2.558333 0.00 0.00 0.00
H 0.554476 0.406287 -2.948643 0.03 -0.10 -0.02
H 2.092412 0.029647 -3.741091 0.01 0.01 0.00
H 1.815874 1.627636 -3.078805 -0.07 -0.22 -0.04
H 4.160367 0.105374 -0.549614 -0.01 0.02 0.01
H 3.733898 1.658449 -1.259051 -0.05 0.21 0.00
H 4.264401 0.339198 -2.293788 -0.01 0.00 0.00
O -4.048233 1.579138 1.578162 0.01 -0.04 0.00
C -3.351186 0.612284 1.075738 0.00 -0.01 -0.01
O -2.116634 0.628199 1.003769 -0.04 0.02 -0.08
C -4.152081 -0.586483 0.629176 -0.03 -0.01 0.02
O -3.369720 -1.390220 -0.249698 0.11 0.09 0.02
C -3.623448 -1.189454 -1.668710 -0.03 -0.02 0.00
C -2.589433 -0.246653 -2.272842 0.16 -0.05 0.02
O -2.803950 0.400462 -3.251036 -0.05 -0.07 -0.05
O -1.413828 -0.250264 -1.632510 -0.10 0.13 -0.12
H -3.485350 2.310913 1.889355 0.00 0.03 0.01
H -5.094007 -0.281903 0.174827 0.01 0.02 -0.01
H -4.378065 -1.179406 1.519500 -0.02 -0.01 -0.01
H -4.632961 -0.820102 -1.829139 0.00 0.03 0.01
H -3.529968 -2.172923 -2.128287 -0.02 0.01 -0.02
N -0.459075 -4.466888 -2.257973 0.00 0.03 0.01
C -0.427599 -5.112637 -1.045819 0.03 -0.01 0.02
C -0.591780 -4.148404 -0.108281 0.05 0.00 -0.01
N -0.727292 -2.923867 -0.746008 -0.01 -0.13 0.00
C -0.638442 -3.161883 -2.052045 -0.07 -0.02 -0.01
H -0.347336 -4.901373 -3.162045 -0.01 0.00 -0.01
H -0.293047 -6.176255 -0.960030 0.00 0.01 0.00
H -0.621731 -4.242743 0.963011 -0.01 -0.01 -0.01
H -0.674839 -2.415853 -2.828862 -0.02 -0.02 0.00
```
Positions in Å, forces in eV/Å.

Löwdin population analysis, charges in e, atoms 1 to 5:
1. Re 1.531
2. C -0.225
3. C -0.026
4. C -0.027
5. C 0.045